A single C3H6N2O molecule, computed with ωB97M-V/def2-TZVPD.

```
12
Properties=species:S:1:pos:R:3:forces:R:3:lowdin_charge:R:1
O 1.502 -1.262 -1.530 -0.35 0.27 0.29 0.089
C -1.174 -0.210 0.515 -0.18 -0.14 0.17 -0.139
H -0.604 -0.106 1.436 -0.06 -0.19 -0.34 0.096
H 2.396 -0.766 0.693 0.28 0.24 -0.23 0.100
C 0.927 -0.632 -0.676 0.16 -0.17 -0.06 -0.551
C -1.106 0.918 -0.429 -0.11 0.28 0.02 -0.123
H -2.019 -0.882 0.582 -0.26 0.32 0.00 0.104
H -1.976 1.167 -1.031 0.24 0.00 -0.10 0.103
H 1.497 0.663 0.811 -0.12 -0.15 0.16 0.096
N -0.468 -0.348 -0.767 0.11 -0.33 0.17 -0.011
H -0.486 1.771 -0.150 -0.07 -0.18 -0.02 0.106
N 1.511 -0.313 0.546 0.36 0.05 -0.04 0.130
```
Forces are in eV/Å.

Frontier orbital gap (eV): 10.7
LUMO energy (eV): 0.821
Spin multiplicity: 1
Structure (SMILES): NC(=O)N1CC1
Total charge: 0

A molecular structure, C3H6N2O, computed with ωB97M-V/def2-TZVPD.

```
12
Properties=species:S:1:pos:R:3:forces:R:3:lowdin_charge:R:1
C 1.294 -0.370 -0.857 -0.52 -0.74 -0.16 -0.077
H 1.326 1.631 0.064 -0.14 -0.21 -0.07 0.143
C -0.660 0.622 0.015 0.25 -0.26 -0.23 -0.250
C 0.883 0.640 0.182 0.07 0.05 -0.23 -0.378
N 0.826 -1.360 -1.260 2.23 0.36 -0.85 0.135
H -0.952 1.216 -0.868 0.14 -0.31 0.06 0.116
H -2.015 -0.769 -0.464 -0.29 -0.17 0.24 0.037
O 1.230 0.138 1.434 -0.11 -0.15 0.19 -0.015
H 0.596 -0.584 1.594 0.21 0.06 0.13 0.100
H -0.424 -1.603 -0.770 -2.02 2.99 2.34 0.134
N -1.132 -0.776 0.030 0.32 -0.95 -1.13 -0.075
H -0.973 1.215 0.900 -0.14 -0.68 -0.28 0.130
```
Forces are in eV/Å.

Frontier orbital gap (alpha / beta) (eV): 9.5 / 9.5
LUMO energy (alpha / beta) (eV): 0.302 / 0.302
Spin multiplicity: 1
Total charge: 0

A single C3H6N2O molecule, computed with ωB97M-V/def2-TZVPD.

```
12
Properties=species:S:1:pos:R:3:forces:R:3:lowdin_charge:R:1
C 0.279 -1.419 0.435 -0.24 0.23 0.06 -0.277
H -1.973 0.781 0.703 0.29 -0.11 -0.07 0.092
H -0.494 1.633 1.216 -0.04 -0.21 -0.09 0.087
C 0.454 0.492 -1.016 0.22 -0.27 -0.19 -0.252
C -0.937 0.645 1.039 0.00 0.06 0.10 -0.041
H -0.954 0.091 1.978 0.00 0.10 -0.11 0.083
N 0.969 -0.211 -1.938 -0.02 0.14 0.13 0.087
O -0.093 -1.977 1.444 0.27 0.12 -0.60 0.034
H 1.461 0.315 -2.655 -0.26 0.23 0.21 0.050
N -0.129 -0.124 0.097 0.18 -0.01 0.05 -0.121
H 0.445 1.591 -0.968 -0.07 -0.26 -0.03 0.128
H 0.972 -1.819 -0.336 -0.32 -0.01 0.54 0.129
```
Forces are in eV/Å.

Frontier orbital gap (eV): 10.5
LUMO energy (eV): 0.810
Spin multiplicity: 1
Structure (SMILES): [H]/N=C/N(C)C=O
Total charge: 0

A single C3H6N2O molecule, computed with ωB97M-V/def2-TZVPD.

```
12
Properties=species:S:1:pos:R:3:forces:R:3:lowdin_charge:R:1
H -1.601 0.805 1.608 1.05 -0.07 -0.84 0.144
N -0.462 0.713 -0.298 -0.43 0.49 -0.10 -0.168
H 1.596 0.396 -0.097 -0.88 -0.67 -0.51 0.140
H 0.901 -0.208 -1.639 -0.18 -0.14 -0.12 0.110
O -0.189 2.105 -0.365 0.30 -0.36 0.42 -0.017
C 0.693 -0.113 -0.578 1.97 0.55 0.38 -0.161
C 0.322 -1.395 0.175 -0.53 -0.38 -1.10 -0.206
H -0.756 2.429 -1.066 -0.20 -0.02 -0.22 0.095
C -0.843 0.272 0.975 -1.87 0.65 0.66 -0.207
H 1.129 -2.042 0.496 0.33 0.32 0.24 0.101
H -0.292 -2.065 -0.480 0.14 0.61 0.42 0.123
N -0.498 -0.897 1.269 0.29 -0.98 0.77 0.046
```
Forces are in eV/Å.

Frontier orbital gap (eV): 10.1
LUMO energy (eV): 0.912
Spin multiplicity: 1
Structure (SMILES): ON1C=NCC1
Total charge: 0

2 unconnected molecules or ions with the total composition C3H6N2O, computed with ωB97M-V/def2-TZVPD.

```
12
Properties=species:S:1:pos:R:3:forces:R:3:lowdin_charge:R:1
H 1.596 -0.364 2.180 -0.04 0.03 -0.09 0.119
H 0.023 1.256 -0.962 0.01 -0.02 -0.06 0.038
C -0.328 -0.104 -2.217 -0.02 0.11 0.01 -0.384
H -0.771 0.741 2.497 0.05 -0.10 -0.07 0.089
O 1.416 0.606 0.434 -0.24 -0.19 0.47 0.015
C 0.930 0.084 1.414 0.13 0.18 -0.22 -0.291
N -0.631 0.960 -1.688 0.16 -0.57 -0.29 0.130
H -0.817 -0.973 2.079 0.08 0.12 -0.04 0.083
N -0.164 -1.215 -2.712 -0.11 0.45 0.20 0.124
H 0.413 -1.272 -3.543 -0.04 0.02 0.03 0.063
C -0.541 0.018 1.703 -0.07 0.01 -0.09 -0.050
H -1.127 0.262 0.814 0.08 -0.03 0.16 0.064
```
Forces are in eV/Å.

Frontier orbital gap (eV): 11.0
LUMO energy (eV): 0.933
Spin multiplicity: 1
Structure (SMILES): N=C=N.CC=O
Total charge: 0

A single C3H6N2O molecule, computed with ωB97M-V/def2-TZVPD.

```
12
Properties=species:S:1:pos:R:3:forces:R:3:lowdin_charge:R:1
C 0.882 -0.630 -0.720 3.04 -0.84 2.21 -0.656
O 1.465 -1.657 -1.014 -1.78 -0.63 -1.92 0.041
N 1.562 0.032 0.309 -0.05 1.46 0.19 0.104
H 2.460 -0.435 0.442 -0.39 0.46 -0.11 0.104
H -1.962 -1.077 -0.065 -0.53 0.07 0.18 0.091
H -1.872 1.304 -0.823 0.11 0.08 -0.50 0.112
N -0.305 -0.090 -1.151 -1.44 -1.30 1.51 0.104
H -0.997 -0.499 1.410 0.97 -0.35 -0.72 0.112
H 1.643 0.998 0.029 0.42 0.39 0.63 0.082
C -1.279 -0.372 0.363 -0.21 -0.67 -1.51 0.057
C -1.022 0.861 -0.324 -0.73 1.33 0.41 -0.264
H -0.566 1.600 0.334 0.59 0.00 -0.38 0.112
```
Forces are in eV/Å.

Frontier orbital gap (eV): 9.7
LUMO energy (eV): 0.165
Spin multiplicity: 1
Structure (SMILES): NC(=O)N1CC1
Total charge: 0

A single C3H6N2O molecule, computed with ωB97M-V/def2-TZVPD.

```
12
Properties=species:S:1:pos:R:3:forces:R:3:lowdin_charge:R:1
O 1.437 -0.221 -1.967 -0.67 0.99 0.35 -0.020
H -0.494 -0.326 1.723 -0.16 0.62 -0.86 0.122
H 0.818 2.673 -0.479 -0.63 -1.60 0.09 0.104
N 0.561 -0.141 -1.106 0.71 -3.57 -1.23 -0.118
C -0.754 -0.238 0.637 -0.06 -2.58 0.19 -0.167
C 0.074 0.639 -0.235 0.30 0.28 1.46 -0.414
H 1.114 1.930 1.003 -1.48 -0.30 -1.72 0.127
H 0.304 -2.208 0.383 0.40 -0.20 0.04 0.051
N 0.476 1.908 0.138 1.89 2.23 1.72 0.082
H -1.241 -2.267 -0.560 0.03 0.76 0.14 0.066
H -1.786 -0.104 0.496 -1.53 0.92 0.43 0.078
C -0.509 -1.646 -0.033 1.20 2.46 -0.61 0.089
```
Forces are in eV/Å.

Frontier orbital gap (alpha / beta) (eV): 8.4 / 8.9
LUMO energy (alpha / beta) (eV): 0.185 / 0.371
Spin multiplicity: 1
Total charge: 0

A single C3H6N2O molecule, computed with ωB97M-V/def2-TZVPD.

```
12
Properties=species:S:1:pos:R:3:forces:R:3:lowdin_charge:R:1
O 3.383 -0.199 1.066 0.19 -1.82 0.69 0.005
N 1.218 -0.277 0.433 0.71 0.44 0.06 0.072
H 2.973 1.350 0.405 -2.54 1.46 -1.27 0.138
N -1.019 -0.703 -0.061 0.69 0.43 0.06 -0.021
H -2.624 -0.875 -1.393 0.11 0.10 0.15 0.072
H -0.051 1.125 -0.418 -0.19 0.06 -0.07 0.130
H -3.048 -0.272 0.206 0.17 0.00 -0.11 0.073
C -0.034 0.095 -0.056 0.06 0.15 -0.03 -0.243
C -2.286 -0.221 -0.581 -0.09 0.05 -0.05 -0.149
H -2.249 0.813 -0.960 0.06 -0.15 0.07 0.070
H 1.283 -1.241 0.785 0.09 0.63 -0.18 0.151
C 2.455 0.405 0.575 0.74 -1.35 0.68 -0.298
```
Forces are in eV/Å.

Frontier orbital gap (eV): 10.6
LUMO energy (eV): 1.001
Spin multiplicity: 1
Structure (SMILES): C/N=C/NC=O
Total charge: 0

A single C3H6N2O molecule, computed with ωB97M-V/def2-TZVPD.

```
12
Properties=species:S:1:pos:R:3:forces:R:3:lowdin_charge:R:1
H 2.489 -0.116 0.479 -0.11 -0.08 -0.10 0.084
C -0.753 0.064 -0.213 0.08 -0.03 -0.02 -0.451
O -1.433 1.985 1.027 -0.18 -0.44 -0.31 0.059
H -0.499 -1.546 -1.213 -0.08 0.02 0.08 0.043
C -1.758 1.015 0.383 0.00 0.37 0.22 -0.181
H 1.886 -0.820 -1.028 -0.06 0.05 0.12 0.082
H -2.808 0.727 0.202 0.09 0.08 -0.01 0.122
N 0.539 0.422 0.029 -0.20 -0.05 0.07 -0.019
H 0.631 1.227 0.633 -0.01 -0.11 -0.03 0.121
H 1.330 -1.464 0.537 0.06 0.12 -0.10 0.089
C 1.610 -0.548 -0.003 0.14 -0.09 -0.05 -0.092
N -1.234 -0.946 -0.834 0.25 0.16 0.11 0.144
```
Forces are in eV/Å.

Frontier orbital gap (eV): 9.8
LUMO energy (eV): 0.291
Spin multiplicity: 1
Structure (SMILES): [H]/N=C(/C=O)NC
Total charge: 0

2 unconnected molecules or ions with the total composition C3H6N2O, computed with ωB97M-V/def2-TZVPD.

```
12
Properties=species:S:1:pos:R:3:forces:R:3:lowdin_charge:R:1
C -0.661 0.415 0.315 0.45 1.17 -0.76 -0.313
C -0.624 1.688 -0.494 0.52 -0.14 0.18 -0.055
H -1.579 -0.032 0.520 -1.56 -0.85 -0.28 0.121
H -1.410 1.573 -1.256 -0.04 0.49 0.44 0.079
H -0.741 2.619 0.165 0.32 -1.27 -1.31 0.112
O 0.141 0.221 1.466 1.22 1.09 1.55 0.044
H 0.636 -3.553 0.239 0.64 0.80 -0.40 0.084
N 1.142 -2.643 0.052 -0.91 0.33 0.29 0.108
H 0.329 1.554 -1.072 -0.69 1.22 0.69 0.038
N 0.317 -1.775 0.367 0.36 -2.50 0.51 -0.027
H 1.914 0.357 -0.662 -2.43 -1.82 2.12 0.208
C 0.535 -0.423 0.359 2.13 1.46 -3.03 -0.400
```
Forces are in eV/Å.

Frontier orbital gap (alpha / beta) (eV): 9.3 / 9.3
LUMO energy (alpha / beta) (eV): 0.278 / 0.278
Spin multiplicity: 1
Total charge: 0

Computed values of total energy (unit: a.u.) for the preceding records, in sequence: -302.622755; -302.553107; -302.655677; -302.585411; -302.630908; -302.570139; -302.478691; -302.620992; -302.647176; -302.433936.
Computed values of ΔE to the lowest compared entry with this formula, charge and spin (unit: kJ/mol) for the preceding records, in sequence: 184.7; 367.5; 98.2; 282.7; 163.3; 322.8; 562.9; 189.3; 120.6; 680.4.